1.
Formula: C49H39GaN2O4P2SSi
Source: OMol25
Level of theory: ωB97M-V/def2-TZVPD

XYZ file:
```
99
Properties=species:S:1:pos:R:3:lowdin_charge:R:1
H -1.32 -4.28 1.01 0.017
C 3.69 -0.19 -3.42 -0.085
S -3.56 -1.79 2.39 0.713
C 2.92 0.87 1.89 -0.112
H -0.63 1.80 2.33 0.107
C -1.63 -3.31 -3.23 -0.089
H -3.02 4.52 -4.68 0.101
H -3.04 1.65 5.88 0.112
H -4.14 2.39 -4.07 0.111
Ga -2.03 -0.90 0.75 0.274
C -3.09 2.53 -3.87 -0.067
O -5.14 1.13 -0.78 0.089
H 4.32 2.49 1.81 0.105
C 3.25 -1.88 0.33 -0.087
H 1.98 -0.75 4.70 0.104
H 4.25 -0.90 -4.01 0.105
C -1.28 -2.05 -5.24 -0.067
H -4.33 5.83 -0.26 0.109
H 1.09 -3.67 -2.30 0.105
C 2.33 -0.39 -3.22 -0.087
C -0.25 -4.30 4.19 -0.074
H 4.75 2.47 4.24 0.101
C 3.39 0.86 4.62 -0.083
C -2.32 5.16 0.01 0.006
C -2.75 1.25 4.91 -0.052
C 4.05 1.76 3.81 -0.088
H 4.10 2.63 -1.60 0.106
C -1.01 1.68 -2.98 -0.361
C -2.00 2.75 -0.03 0.023
H -1.02 -4.98 -0.59 0.038
H 4.93 -2.57 -0.79 0.107
H 1.85 -1.26 -3.65 0.098
C -2.95 -0.38 3.18 -0.725
O -3.23 0.18 -0.17 -0.111
O 0.37 5.36 0.26 0.088
H 0.66 3.03 -3.11 0.092
C -1.75 1.90 4.17 -0.048
C -1.40 1.36 2.95 -0.112
H 2.73 0.88 0.82 0.089
H -1.26 2.79 4.53 0.107
H 3.06 -4.88 4.49 0.103
O 0.63 3.22 0.36 0.032
H 3.86 -1.38 1.06 0.100
C -0.20 -3.15 3.41 -0.109
C 2.27 -0.06 2.69 -0.376
Si -0.85 -2.48 -0.61 0.541
C -0.82 -0.99 -4.48 -0.088
C 3.07 -3.22 -1.65 -0.085
C -3.98 1.21 -0.42 -0.554
N -2.00 0.26 2.47 -0.043
H -2.08 -4.04 -5.19 0.104
C 0.92 -4.92 4.58 -0.083
C 2.20 -3.25 3.41 -0.089
C -3.35 0.12 4.43 -0.069
H -0.62 4.82 -4.18 0.103
C -1.70 -3.22 -4.61 -0.072
H -1.33 1.91 -0.01 0.073
H -5.24 3.52 -0.50 0.124
C 1.02 -2.62 3.01 -0.355
C -3.36 2.58 -0.24 -0.104
C 4.33 0.90 -2.85 -0.085
C 3.85 -2.56 -0.72 -0.071
C 2.15 -4.39 4.19 -0.077
H 3.16 -2.86 3.10 0.107
H 1.70 2.26 -1.21 0.069
C -1.11 3.90 -3.92 -0.079
C 2.26 1.58 -1.86 -0.134
C 3.82 1.77 2.44 -0.073
C 1.69 -3.17 -1.54 -0.103
H 3.53 -3.76 -2.47 0.108
C 2.50 -0.05 4.06 -0.092
H -0.52 -0.07 -4.97 0.117
H 3.56 0.85 5.69 0.102
C -1.15 -2.26 -2.45 -0.303
C -3.68 4.97 -0.19 -0.043
H 5.39 1.05 -3.01 0.101
H -2.58 -4.21 -0.23 0.040
C 1.59 0.51 -2.46 -0.341
C 3.61 1.79 -2.06 -0.078
C 1.05 -2.48 -0.51 -0.283
C -0.75 -1.08 -3.09 -0.388
C -1.50 -4.15 -0.07 -0.206
H -1.13 -2.68 3.10 0.033
N -0.06 4.22 0.25 -0.329
C -4.19 3.69 -0.32 0.010
H -1.34 -1.96 -6.32 0.105
H -1.96 -4.23 -2.75 0.095
H -2.88 0.60 -2.99 0.115
H -1.22 -4.70 4.48 0.107
H 0.88 -5.81 5.19 0.102
C -1.51 4.04 0.08 -0.135
C 1.86 -1.85 0.45 -0.364
P -0.19 0.32 -2.05 1.116
C -2.37 1.52 -3.26 -0.108
P 1.02 -1.15 1.91 1.089
C -2.46 3.73 -4.20 -0.084
H -4.11 -0.41 4.98 0.109
H -1.88 6.14 0.10 0.119
C -0.39 2.88 -3.31 -0.083
```

net charge: 0
max |F|: 0.6 eV/Å
orbital gap: 7.37 eV
ΔE to the lowest compared entry with this formula, charge and spin: 0.000 eV



2.
Formula: C49H39I2N6O3PV
Source: OMol25
Level of theory: ωB97M-V/def2-TZVPD

XYZ file:
```
101
Properties=species:S:1:pos:R:3:mulliken_spin:R:1
O 1.87 0.80 -4.97 0.075
O -2.09 -0.11 -2.41 -0.034
H 1.26 6.45 0.25 0.004
I -8.15 -1.44 -1.84 0.000
C 1.44 -1.77 -3.62 0.055
H -2.21 -5.13 -1.83 0.014
H -0.64 6.91 1.78 0.000
C 4.02 2.58 1.02 0.005
H -3.79 0.28 2.26 0.000
H 0.25 1.52 3.94 0.000
C 1.57 0.35 5.12 0.000
H -0.45 -6.00 -3.41 0.034
C 0.56 -4.11 -3.49 -0.086
C 3.21 1.39 -0.90 0.040
C -2.16 -3.79 1.77 0.011
C 4.43 1.56 -1.53 -0.027
H 1.35 -4.41 -4.17 -0.001
C -0.79 4.86 2.42 0.003
H -1.52 0.46 0.54 0.019
C -5.37 -1.49 -3.11 -0.002
C 5.45 2.24 -0.89 0.004
H -2.07 -2.78 -1.05 -0.004
H -6.07 0.23 -0.27 0.000
C -5.48 -0.17 -1.09 -0.004
C 1.81 -1.61 0.12 -0.013
C 3.56 -3.41 1.43 0.006
C 2.77 -0.34 5.19 0.000
H -1.24 4.60 -1.40 -0.015
C 3.59 -0.37 4.07 0.000
C -2.87 -0.22 1.96 0.002
C -4.14 0.11 -1.17 -0.005
H -5.13 -1.65 2.74 0.000
V -0.13 -0.41 -1.72 1.205
P 1.37 1.58 1.19 0.032
H -2.08 0.04 2.67 0.001
H 2.14 -3.35 3.04 0.000
C 3.02 -2.04 -0.48 -0.020
H 0.89 3.11 -4.86 -0.016
C -4.03 -1.17 -3.20 0.014
C -0.23 5.91 1.70 -0.003
H 3.85 0.20 2.04 0.001
C -0.57 2.59 -1.39 0.162
C -1.34 -3.18 -1.75 -0.032
C -1.42 -4.48 -2.18 0.099
C 3.87 -2.92 0.16 0.001
C 1.26 0.65 -3.92 -0.032
N -0.39 -2.32 -2.15 0.189
H -0.75 2.78 2.86 0.001
O 2.40 -2.04 -4.35 0.146
C 5.24 2.75 0.39 -0.001
C -0.21 4.06 -3.25 0.422
H -5.84 -2.13 -3.85 -0.001
N 1.02 -0.50 -3.23 -0.019
H -1.66 5.04 3.05 0.000
H -5.34 -4.12 2.84 0.000
C -4.29 -2.28 2.47 0.001
C -3.33 -0.38 -2.25 0.006
C 2.39 -2.98 2.04 -0.005
C 0.55 -2.78 -3.05 0.302
N -2.05 -2.47 1.70 0.003
H 6.04 3.28 0.89 0.000
C 0.84 5.65 0.86 0.012
H 4.52 -0.92 4.10 0.000
H 0.63 -1.76 1.89 0.010
C -6.09 -0.98 -2.04 0.003
C 0.46 3.01 -3.87 -0.180
H 4.58 1.15 -2.52 -0.001
H -0.32 5.03 -3.73 0.057
N 0.05 1.54 -1.99 0.161
C 1.37 4.38 0.77 -0.012
H 2.41 0.84 -1.39 0.014
C 2.01 0.99 2.83 0.001
H 6.41 2.36 -1.37 0.000
H -3.36 -5.52 2.22 0.000
C 3.21 0.27 2.90 -0.002
H -4.22 1.39 0.55 0.002
H 4.22 -4.12 1.92 0.002
H 0.91 0.37 5.99 0.000
H 3.87 2.98 2.01 0.000
C 1.54 -2.09 1.42 0.015
C -0.42 -4.97 -3.07 0.207
H 3.27 -1.66 -1.47 0.007
H -1.28 -4.34 1.48 -0.005
C 0.87 3.32 1.54 0.014
H 2.19 4.20 0.09 -0.016
N -2.49 0.20 0.63 0.015
N 0.96 -0.82 -0.55 -0.074
H -2.98 1.80 -0.64 -0.005
I -2.89 -1.85 -4.84 0.004
C -3.46 0.97 -0.13 0.005
C 0.58 1.79 -3.24 0.347
H 4.78 -3.23 -0.33 0.001
H -0.94 2.42 -0.39 -0.020
C -3.09 -1.72 2.05 0.002
C 2.99 1.89 0.38 -0.028
C -4.41 -3.66 2.53 0.000
C -3.32 -4.44 2.18 -0.002
C 1.20 1.00 3.96 0.000
C -0.26 3.59 2.32 -0.001
C -0.73 3.82 -1.96 -0.072
H 3.05 -0.87 6.09 0.000
```

spin multiplicity: 4
<S²>: 3.80
net charge: -2
max |F|: 1.5 eV/Å
orbital gap (alpha / beta): 2.88 / 5.82 eV
ΔE to the lowest compared entry with this formula, charge and spin: 1.236 eV



3.
Formula: C49H40ClIN6O2RuTe
Source: OMol25
Level of theory: ωB97M-V/def2-TZVPD

XYZ file:
```
101
Properties=species:S:1:pos:R:3:mulliken_spin:R:1
C -1.40 3.54 2.92 0.016
H 1.01 -3.07 -6.70 0.001
C 0.18 -4.29 -1.56 0.050
H -3.69 -4.47 3.41 0.006
H 1.31 4.75 0.63 -0.012
C -3.03 2.60 -1.17 0.082
C 2.24 1.18 -1.39 -0.003
H -5.13 -2.08 -4.12 0.000
N -2.48 -0.61 0.11 0.304
C 2.70 3.81 -2.21 -0.001
C -1.38 2.93 -2.82 0.096
C 0.95 -2.29 -4.53 0.013
C -1.29 -1.96 -3.77 -0.052
C 1.08 2.92 2.56 0.090
C -1.88 -2.45 -4.99 -0.003
H -4.22 -0.40 2.04 0.010
H -3.73 -2.76 -6.03 0.000
C 1.79 4.22 4.96 0.022
C 1.60 2.22 -0.71 0.116
C -1.90 -6.02 -1.99 -0.029
H -3.92 -1.49 -1.87 0.000
I 2.92 -2.42 -4.14 0.002
H 1.45 0.32 5.17 0.000
H -3.94 2.93 -0.65 -0.002
O 0.56 -1.36 -2.43 0.068
C 2.46 3.01 2.95 -0.055
H -1.51 3.89 1.87 -0.001
H -0.28 4.60 5.13 0.001
H -4.77 -2.36 3.67 0.001
C -2.44 3.42 -2.10 -0.006
H 3.74 2.90 -3.83 0.001
Cl -1.49 -3.16 -7.56 0.001
H 2.05 0.19 -1.13 0.005
H -1.97 4.22 3.58 0.002
C -4.09 -2.14 -4.03 -0.006
C -1.07 -4.03 -1.03 -0.044
H -0.48 -7.24 -3.02 0.003
C 2.80 3.67 4.15 -0.012
C 3.37 -0.55 4.58 -0.002
C 0.10 -1.85 -3.55 0.030
C 2.00 -0.21 4.42 0.015
H 3.82 2.85 1.27 0.004
C -2.80 -1.56 1.09 -0.084
H 2.91 4.80 -2.46 0.000
C -0.93 1.63 -2.62 -0.008
C -0.64 -6.31 -2.47 0.050
H 3.90 -0.38 5.54 0.000
N -2.94 0.60 0.14 0.357
H 1.34 5.40 6.80 0.000
H 3.13 1.26 1.79 -0.002
C -3.73 -1.34 2.04 0.116
N -2.14 -1.67 -2.76 0.027
C -3.38 -3.68 2.72 0.079
H -2.71 -6.72 -2.06 -0.001
H -1.85 -4.78 1.68 -0.002
C 0.40 -5.40 -2.39 -0.036
N -1.24 -2.87 -0.26 0.260
N -1.43 0.89 -1.62 0.117
C 1.79 3.54 -1.16 -0.104
H 1.34 -5.59 -2.84 0.000
C 3.50 2.24 2.16 0.024
H 4.35 2.10 2.81 0.001
C 4.04 -1.19 3.57 0.004
H -0.05 1.25 -3.15 0.004
H 1.30 5.61 -0.98 0.004
C 3.02 1.45 -2.50 -0.007
H -1.84 2.56 3.04 0.001
C 0.45 -2.76 -5.79 -0.008
C 2.15 4.90 6.29 -0.002
C -4.07 -2.45 2.87 -0.005
H -3.08 -4.66 -0.83 0.000
C 3.25 2.74 -2.90 0.005
H 3.83 3.73 4.42 -0.001
H -2.76 4.40 -2.22 0.003
N 0.28 -0.67 0.39 0.478
H -0.87 3.51 -3.60 0.003
C 0.09 3.52 3.31 -0.034
H 2.90 5.65 6.14 0.001
C -3.47 -1.84 -2.83 0.000
H -0.02 4.57 -0.56 -0.018
C 1.09 4.66 -0.49 0.064
C -2.37 -3.86 1.77 -0.005
C 1.30 -0.51 3.23 -0.005
C -0.94 -2.75 -6.00 0.013
C -2.13 -4.88 -1.26 0.056
Te 0.26 1.78 0.87 0.442
C 1.99 -1.06 2.19 -0.031
H 3.41 0.56 -2.99 0.001
C 3.37 -1.46 2.37 0.001
H 5.08 -1.52 3.71 0.000
H 3.87 -1.94 1.54 0.001
C -2.48 1.36 -0.87 -0.021
O 1.89 -2.38 0.26 0.143
H 1.07 -3.67 -1.28 0.005
C -2.11 -2.81 0.90 0.103
C 0.50 4.17 4.46 -0.011
C 1.35 -1.42 0.79 0.083
C -3.26 -2.47 -5.10 0.003
H 0.26 -0.24 3.12 -0.023
Ru -0.85 -1.14 -1.04 1.244
H 2.65 4.14 6.95 0.001
```

spin multiplicity: 5
<S²>: 6.04
net charge: 0
max |F|: 2.9 eV/Å
orbital gap (alpha / beta): 6.11 / 5.98 eV
ΔE to the lowest compared entry with this formula, charge and spin: 0.000 eV